Entry 1:
Entry from the OMol25 dataset: an isolated molecule of C15H13ClN6O3S3 in a non-equilibrium geometry (ωB97M-V/def2-TZVPD).

Calculated values
energy = -2788.39816 Eh
LUMO = 0.21 eV
HOMO level = -8.70 eV
largest force on an atom = 1.618 eV Å⁻¹
SMILES = Cc1nnc(SCC(=O)Nc2ccc(S(=O)(=O)Nc3ccc(Cl)nn3)cc2)s1

Each line ends with the Mulliken charge.
Atoms and positions in Å:
C -3.544 -3.673 -1.926  -0.980
C -3.793 -2.371 -1.280  0.550
N -3.450 -1.234 -1.756  -0.865
N -3.764 -0.191 -0.998  -0.021
C -4.368 -0.513 0.103  0.468
S -4.897 0.597 1.315  -0.105
C -4.495 2.201 0.536  -0.899
C -3.028 2.583 0.729  0.710
O -2.686 3.369 1.581  -0.625
N -2.215 1.952 -0.156  0.024
C -0.829 2.005 -0.255  0.830
C -0.041 2.842 0.536  -0.687
C 1.334 2.829 0.381  -0.700
C 1.907 1.992 -0.555  0.046
C 1.142 1.163 -1.354  -0.378
C -0.229 1.170 -1.203  -0.771
H -0.847 0.526 -1.811  0.357
H 1.636 0.523 -2.064  0.459
S 3.672 1.972 -0.714  1.366
O 4.088 1.313 -1.912  -0.672
O 4.231 3.253 -0.405  -0.732
N 4.167 1.016 0.629  -0.292
C 3.923 -0.321 0.675  0.568
N 2.894 -0.751 -0.048  0.397
N 2.564 -2.006 -0.055  -0.979
C 3.244 -2.877 0.653  0.449
C 4.342 -2.528 1.455  -0.435
C 4.691 -1.203 1.468  -0.562
H 5.520 -0.835 2.053  0.362
H 4.874 -3.275 2.022  0.390
Cl 2.724 -4.508 0.568  -0.173
H 4.970 1.371 1.124  0.225
H 1.968 3.471 0.970  0.427
H -0.508 3.486 1.262  0.532
H -2.665 1.268 -0.773  0.196
H -4.772 2.136 -0.515  0.377
H -5.121 2.923 1.059  0.417
S -4.611 -2.236 0.286  -0.170
H -2.902 -4.287 -1.296  0.300
H -3.058 -3.507 -2.884  0.290
H -4.481 -4.206 -2.079  0.307


Entry 2:
Entry from the OMol25 dataset: a structure of composition C15H13CoN3O6 in a non-equilibrium geometry (ωB97M-V/def2-TZVPD).

Calculated values
energy = -2577.62088 Eh
LUMO (spin up / spin down) = 1.07 / 1.07 eV
HOMO level (spin up / spin down) = -3.48 / -4.02 eV
largest force on an atom = 6.572 eV Å⁻¹
spin multiplicity = 5
net charge = -1

Each line ends with the Mulliken charge.
Atoms and positions in Å:
C 1.940 1.477 -3.215  -0.201
C 2.957 0.612 -2.701  -0.560
C 3.142 0.916 -1.315  -0.484
C 2.257 1.993 -0.986  -0.453
C 1.467 2.288 -2.136  -0.592
Co 1.282 0.383 -1.663  0.175
C 1.519 -2.014 -2.258  -0.941
C 0.580 -1.515 -3.270  0.881
C 0.496 -1.906 -4.611  -1.099
N -0.090 -0.498 -2.677  -0.228
H 3.871 0.467 -0.648  0.460
H 3.548 -0.113 -3.268  0.501
H 2.187 2.492 -0.018  0.459
H 0.677 3.029 -2.191  0.465
H 1.611 1.550 -4.247  0.445
H 2.549 -2.260 -2.566  0.309
H -0.994 -0.221 -3.057  0.072
H 1.085 -2.501 -1.379  0.256
H 1.078 -2.757 -4.914  0.316
H -0.073 -1.310 -5.318  0.289
O -0.559 -1.985 0.006  -0.734
C -0.376 -0.853 0.469  0.318
O 0.369 0.109 0.014  -0.635
C -1.055 -0.423 1.745  0.161
C -0.887 0.888 2.249  -0.536
C -1.579 1.281 3.414  -0.153
C -2.413 0.395 4.101  -0.262
C -2.516 -0.916 3.626  -0.097
C -1.849 -1.328 2.456  -0.440
N -3.369 -1.846 4.317  1.000
O -4.001 -1.432 5.317  -0.619
O -3.462 -3.011 3.892  -0.597
N -1.467 2.644 3.863  1.000
O -0.716 3.422 3.236  -0.600
O -2.138 3.001 4.855  -0.614
H -0.209 1.593 1.767  0.604
H -2.947 0.707 4.997  0.551
H -1.916 -2.362 2.115  0.580


Entry 3:
Entry from the OMol25 dataset: an isolated molecule of C15H13F2NO2 in a non-equilibrium geometry (ωB97M-V/def2-TZVPD).

Calculated values
energy = -984.37937 Eh
relative energy (zero: lowest compared OMol25 entry of this formula, charge and spin) = 0.0 kJ/mol
LUMO = 0.08 eV
HOMO level = -7.79 eV
largest force on an atom = 1.500 eV Å⁻¹
SMILES = CNc1ccc(OC(F)F)cc1C(=O)c1ccccc1

Each line ends with the Mulliken charge.
Atoms and positions in Å:
C -2.101 3.597 1.858  -1.195
N -1.649 2.237 1.751  -0.186
C -0.794 1.778 0.819  0.197
C -0.192 2.639 -0.117  -0.697
C 0.715 2.186 -1.044  -1.118
C 1.055 0.836 -1.067  0.114
C 0.463 -0.044 -0.188  -0.267
C -0.481 0.389 0.747  0.586
C -1.120 -0.572 1.646  0.673
O -1.730 -0.243 2.661  -0.766
C -1.035 -2.015 1.289  0.506
C -1.339 -2.467 0.008  -0.191
C -1.315 -3.821 -0.272  -0.711
C -0.983 -4.732 0.717  -0.389
C -0.694 -4.289 1.997  -0.574
C -0.733 -2.938 2.286  -0.451
H -0.523 -2.580 3.283  0.406
H -0.445 -4.998 2.773  0.378
H -0.958 -5.788 0.492  0.386
H -1.557 -4.167 -1.266  0.389
H -1.613 -1.758 -0.760  0.507
H 0.760 -1.079 -0.223  0.582
O 1.996 0.263 -1.948  -0.367
C 2.645 1.017 -2.828  0.414
F 3.376 2.014 -2.259  -0.254
F 1.827 1.653 -3.711  -0.256
H 3.333 0.379 -3.405  0.170
H 1.156 2.890 -1.730  0.371
H -0.431 3.690 -0.097  0.382
H -1.993 1.542 2.405  0.335
H -2.584 3.930 0.935  0.334
H -2.823 3.659 2.668  0.372
H -1.272 4.276 2.081  0.322


Entry 4:
Entry from the OMol25 dataset: a structure of composition C15H13N3O3PtS3 (ωB97M-V/def2-TZVPD).

Calculated values
energy = -2282.94040 Eh
relative energy (zero: lowest compared OMol25 entry of this formula, charge and spin) = 140.9 kJ/mol
LUMO (spin up / spin down) = -4.44 / -5.83 eV
HOMO level (spin up / spin down) = -11.05 / -10.89 eV
largest force on an atom = 0.845 eV Å⁻¹
spin multiplicity = 2
net charge = +1

Each line ends with the Mulliken charge.
Atoms and positions in Å:
Pt 0.837 1.679 -0.945  0.792
O 0.475 -3.980 -1.011  -0.617
C 1.773 -3.669 -0.933  0.571
C 2.653 -4.756 -0.868  -0.741
C 4.007 -4.551 -0.774  -0.257
C 4.545 -3.256 -0.742  -0.796
C 3.695 -2.184 -0.818  -0.666
C 2.297 -2.357 -0.917  0.378
C 1.499 -1.153 -1.007  0.945
O 2.025 -0.011 -1.092  -0.550
N 0.118 -1.294 -1.004  -0.215
N -0.492 -0.138 -1.129  -0.513
C -1.832 -0.205 -1.111  0.409
S -2.735 1.246 -1.099  -0.007
C -4.350 0.430 -0.917  -0.560
C -4.254 -0.946 -1.551  -0.602
S -2.681 -1.697 -1.060  -0.012
H -0.051 -3.161 -1.031  0.561
H 2.232 -5.751 -0.894  0.439
H 4.668 -5.406 -0.723  0.393
H 5.611 -3.108 -0.658  0.429
H 4.078 -1.173 -0.802  0.415
H -5.083 1.044 -1.438  0.402
H -4.601 0.390 0.142  0.328
H -4.268 -0.875 -2.638  0.337
H -5.058 -1.605 -1.228  0.400
O 0.720 1.739 1.192  -0.763
N 0.132 2.834 1.686  0.356
C 0.058 2.911 3.034  -0.169
C -0.527 3.989 3.635  -0.755
C -1.047 5.012 2.834  -0.124
C -0.961 4.909 1.469  -0.876
C -0.352 3.795 0.879  0.669
S -0.190 3.643 -0.846  -0.270
H 0.492 2.068 3.548  0.451
H -0.576 4.028 4.712  0.410
H -1.511 5.877 3.285  0.412
H -1.346 5.681 0.818  0.396


Entry 5:
Entry from the OMol25 dataset: a structure of composition C15H14BrClF2IOs (ωB97M-V/def2-TZVPD).

Calculated values
energy = -4201.95930 Eh
relative energy (zero: lowest compared OMol25 entry of this formula, charge and spin) = 37.3 kJ/mol
LUMO (spin up / spin down) = -4.62 / -4.62 eV
HOMO level (spin up / spin down) = -11.80 / -11.80 eV
largest force on an atom = 0.590 eV Å⁻¹
net charge = +1

Each line ends with the Mulliken charge.
Atoms and positions in Å:
Os -0.625 -0.241 -0.408  1.166
C -2.018 -1.830 -0.437  -1.630
H -2.206 -1.993 -1.508  0.524
H -2.972 -1.599 0.032  0.387
H -1.664 -2.775 -0.022  0.411
F -3.324 0.913 -0.666  -0.265
C -2.068 0.998 -1.163  -0.292
F -1.788 2.340 -1.263  -0.268
H -2.094 0.589 -2.197  0.527
Br 0.974 -1.901 -1.374  -0.031
C 2.675 -1.020 -1.595  0.924
C 3.743 -1.869 -1.832  -0.762
C 5.006 -1.323 -1.999  -0.523
C 5.183 0.052 -1.927  -0.659
C 4.102 0.888 -1.695  -0.516
C 2.830 0.353 -1.527  0.163
I 1.237 1.686 -1.266  0.249
H 3.592 -2.939 -1.880  0.387
H 5.848 -1.976 -2.182  0.396
H 6.167 0.481 -2.055  0.386
H 4.245 1.959 -1.647  0.385
Cl -2.050 -2.102 2.760  -0.124
C -2.249 -0.467 2.289  0.631
C -3.445 0.149 2.562  -0.475
C -3.586 1.519 2.336  -0.431
C -2.540 2.288 1.855  -0.741
C -1.342 1.669 1.559  -0.075
C -1.164 0.268 1.714  0.223
C 0.163 -0.310 1.474  -1.631
H -4.256 -0.426 2.986  0.472
H -4.532 1.991 2.569  0.412
H -2.661 3.352 1.711  0.445
H -0.493 2.250 1.227  0.455
H 0.303 -1.309 1.876  0.458
H 1.010 0.336 1.693  0.423


Entry 6:
Entry from the OMol25 dataset: a structure of composition C15H14CeCl2O6S in a non-equilibrium geometry (ωB97M-V/def2-TZVPD).

Calculated values
energy = -2824.90415 Eh
relative energy (zero: lowest compared OMol25 entry of this formula, charge and spin) = 19.7 kJ/mol
LUMO (spin up / spin down) = -3.11 / -3.09 eV
HOMO level (spin up / spin down) = -10.38 / -10.39 eV
largest force on an atom = 5.474 eV Å⁻¹
spin multiplicity = 2
net charge = +1

Each line ends with the Mulliken charge.
Atoms and positions in Å:
Ce 0.648 0.172 -0.506  0.963
O -1.770 -2.899 0.395  -0.418
C -0.816 -2.218 0.954  0.780
O 0.226 -1.915 0.374  -0.596
C -1.033 -1.907 2.428  -0.444
O -0.368 -0.736 2.829  -0.363
C -1.111 0.471 2.652  -0.611
C -0.894 0.856 1.188  1.067
O -1.464 0.159 0.311  -0.587
O 0.012 1.672 0.898  -0.460
H -1.614 -3.104 -0.547  0.410
H -2.108 -1.874 2.642  0.341
H -0.584 -2.734 2.994  0.330
H -2.171 0.329 2.881  0.355
H -0.669 1.207 3.323  0.320
C -2.898 0.806 -11.106  -1.078
C -2.218 0.870 -9.779  0.748
O -2.230 0.027 -8.929  -0.514
S -1.357 2.426 -9.531  -0.223
C -0.762 2.108 -7.882  0.123
C -1.333 2.773 -6.808  -0.401
C -0.961 2.433 -5.523  -0.691
C -0.012 1.430 -5.315  0.276
C 0.606 0.815 -6.406  -0.544
C 0.230 1.157 -7.689  -0.385
C 0.283 1.003 -3.994  0.817
C 0.528 0.575 -2.881  -1.244
H -2.760 -0.184 -11.538  0.308
H -2.534 1.574 -11.781  0.370
H -3.966 0.951 -10.948  0.284
H -2.081 3.530 -6.988  0.441
H -1.417 2.925 -4.677  0.423
H 1.366 0.066 -6.233  0.438
H 0.690 0.673 -8.537  0.440
Cl 2.518 -0.219 1.535  -0.014
C 3.641 1.115 1.192  -0.276
Cl 3.021 1.977 -0.231  -0.089
H 4.630 0.711 0.967  0.361
H 3.657 1.798 2.046  0.346